(1)
Entry from OMol25: 2 unconnected molecules or ions with the total composition C4H12 (wB97M-V/def2-TZVPD).

```
16
Properties=species:S:1:pos:R:3:forces:R:3:nbo_charge:R:1
C 1.2871 2.3063 1.1970 -1.63 -1.91 -0.02 -0.609
C 2.1566 1.5477 0.1288 4.68 8.64 5.07 -0.559
H 1.5960 2.0689 2.2274 -0.55 -0.56 -0.30 0.201
H 1.4752 3.3576 1.1933 -0.07 0.80 -0.63 0.203
H 0.1425 2.0946 1.0245 2.17 0.56 0.58 0.199
H 2.2103 2.3005 -0.6553 0.45 -0.57 -0.54 0.203
H 1.8790 0.6999 -0.1675 -2.42 -6.88 -2.20 0.180
H 3.2587 1.4901 0.6924 -2.62 -0.09 -1.97 0.183
C -1.8563 -2.1989 0.0734 0.21 -0.54 -2.34 -0.617
C -1.6351 -1.7650 -1.4261 -0.05 -0.19 -0.69 -0.616
H -1.9864 -3.2812 0.1456 0.55 -0.02 -0.02 0.202
H -0.9537 -1.8503 0.5397 -0.07 -0.09 1.08 0.209
H -2.7943 -1.8553 0.4449 -0.31 1.00 0.61 0.207
H -2.5928 -1.5407 -1.9744 0.79 -0.61 0.53 0.203
H -1.0734 -2.6300 -2.0040 -0.87 2.17 1.02 0.209
H -1.1134 -0.7442 -1.4397 -0.23 -1.71 -0.18 0.203
```
Positions in Å, forces in eV/Å.

Summary:
LUMO ... 1.00 eV
SMILES ... CC.CC
ΔE to the lowest compared entry with this formula, charge and spin ... 161.5 kJ/mol
Energy ... -159.523458 hartree



(2)
Entry from OMol25: a molecular structure, C2H4INS (wB97M-V/def2-TZVPD).

```
9
Properties=species:S:1:pos:R:3:forces:R:3:nbo_charge:R:1
C 0.4431 -0.1222 -1.0829 1.99 -1.21 1.31 0.119
C -0.8620 0.4259 0.8907 2.13 2.55 -2.75 -0.410
N 0.2552 -0.3124 0.2306 -2.61 3.12 -2.88 -0.602
S 0.0922 0.6147 -2.4205 -0.37 -0.13 0.79 0.186
I 2.7362 -1.5984 -1.2501 -1.09 0.56 0.12 -0.373
H -0.5441 1.4102 1.3031 0.19 -0.91 0.08 0.213
H -1.5065 0.7110 0.0739 -0.56 -0.10 -0.09 0.217
H -1.3591 -0.1441 1.5587 -1.40 -1.91 2.21 0.213
H 0.7450 -0.9848 0.6966 1.73 -1.96 1.22 0.436
```
Positions in Å, forces in eV/Å.

Summary:
LUMO (alpha / beta) ... -1.12 / -1.12 eV
ΔE to the lowest compared entry with this formula, charge and spin ... 82.4 kJ/mol
Energy ... -829.191491 hartree



(3)
Entry from OMol25: a molecular structure, C20H35CeGe2NO3PSe (wB97M-V/def2-TZVPD).

```
64
Properties=species:S:1:pos:R:3:forces:R:3:nbo_charge:R:1
Ce -8.8057 -11.2550 -5.0835 -1.03 0.59 -0.35 1.403
C -7.8167 -13.0656 -10.8879 0.77 1.10 0.20 -0.619
C -8.1232 -14.3076 -10.0238 0.11 -0.10 -0.36 -0.856
Ge -8.1552 -13.9262 -8.1045 -0.33 0.12 0.44 1.686
C -6.5373 -14.3552 -7.0875 0.58 -0.79 -0.24 -0.874
C -5.8975 -15.7208 -7.4811 0.11 -0.08 0.74 -0.610
C -9.1765 -12.3222 -7.4291 0.12 -0.76 -1.81 -0.988
C -10.5467 -12.6067 -7.2693 0.38 0.56 -1.14 -0.274
Ge -11.7370 -11.0372 -6.9420 0.48 -0.65 1.18 0.942
C -13.3108 -11.8915 -6.0639 -0.73 0.30 0.39 -0.830
C -14.5626 -12.0655 -6.9499 -0.46 -0.16 -0.38 -0.635
C -12.2262 -10.2245 -8.6849 0.60 1.31 -0.20 -0.795
C -12.0924 -11.0708 -9.9444 -0.07 -0.67 -1.21 -0.629
C -10.8805 -14.0288 -7.5509 0.52 -1.52 1.06 0.075
C -12.0589 -14.4553 -8.1765 0.96 0.47 -0.22 -0.198
C -11.9584 -15.5459 -9.0800 0.62 -0.25 1.26 -0.054
C -10.9510 -16.5047 -8.8204 -0.22 -0.78 -1.06 -0.254
C -10.0372 -16.3889 -7.7958 0.05 2.41 -0.30 -0.030
C -9.8049 -15.0371 -7.2852 -1.44 -0.77 -0.09 -0.607
H -6.9875 -13.2270 -11.5971 -0.20 -0.07 0.51 0.244
H -7.5414 -12.1830 -10.2530 0.01 -0.61 -0.56 0.190
H -8.6239 -12.6890 -11.5170 -0.34 -0.40 0.25 0.236
H -7.3759 -15.1097 -10.2065 -0.50 0.43 0.23 0.261
H -9.1061 -14.7078 -10.2751 0.03 -0.14 0.00 0.244
H -6.7235 -14.4113 -6.0102 -0.28 0.33 -0.15 0.251
H -5.7852 -13.5736 -7.2495 -0.19 0.09 0.04 0.244
H -6.6444 -16.4955 -7.6138 -0.30 -0.21 0.20 0.201
H -5.2218 -16.0616 -6.6604 -0.42 0.27 -0.74 0.240
H -5.3483 -15.7311 -8.4143 0.23 0.39 -0.12 0.226
H -8.8920 -11.3359 -7.9281 -0.41 -0.47 1.20 0.278
H -13.6113 -11.3140 -5.1676 0.36 -0.21 -0.40 0.244
H -12.9838 -12.8592 -5.6727 0.19 -0.03 -0.04 0.213
H -15.3298 -11.2954 -6.7386 0.36 -0.52 0.02 0.237
H -15.0479 -13.0764 -6.8828 0.43 0.92 0.16 0.223
H -14.3047 -11.9130 -8.0027 -0.12 -0.16 -0.07 0.192
H -11.6181 -9.2905 -8.7923 -0.63 -0.68 0.12 0.244
H -13.2733 -9.8972 -8.5636 0.43 -0.11 0.13 0.251
H -11.1743 -10.9239 -10.5640 -0.54 0.27 0.73 0.219
H -12.9498 -10.9110 -10.6394 0.59 0.04 0.50 0.239
H -12.0918 -12.1437 -9.7348 -0.14 -0.02 0.07 0.186
H -12.9734 -13.9233 -7.9729 -0.13 0.54 -0.77 0.260
H -12.6722 -15.6870 -9.9068 0.23 -0.02 0.70 0.265
H -10.9106 -17.4247 -9.4202 -0.31 0.42 0.26 0.258
H -9.4658 -17.2366 -7.4725 0.28 -0.17 0.15 0.248
H -9.5091 -14.9886 -6.2266 0.33 0.09 -0.25 0.309
C -6.9869 -7.0927 -2.9539 0.52 1.76 -0.15 -0.272
O -6.1108 -8.2301 -2.8616 -0.87 -1.08 -0.11 -0.798
P -6.4813 -9.7557 -3.1583 0.17 0.34 0.07 1.705
O -6.7770 -9.8200 -4.8512 -0.15 -0.19 0.28 -0.877
C -5.6638 -10.2448 -5.6834 0.36 0.58 -0.72 -0.255
O -8.1730 -9.9304 -2.9090 1.50 0.21 0.07 -0.860
C -8.4040 -10.0915 -1.4566 0.34 -0.12 -0.44 -0.261
H -7.3704 -6.8209 -1.9486 0.20 -0.36 -0.65 0.213
H -7.7964 -7.2238 -3.6751 0.05 -0.24 0.19 0.190
H -6.3506 -6.2413 -3.3211 -0.64 -0.85 0.43 0.228
H -4.9233 -10.7988 -5.0955 -0.16 0.12 -0.07 0.228
H -5.1908 -9.3368 -6.1497 -0.51 -1.00 0.41 0.240
H -6.0622 -10.9204 -6.4798 0.27 0.51 0.45 0.185
H -8.1742 -9.1702 -0.9400 -0.10 0.32 -0.02 0.214
H -7.7763 -10.8830 -1.0344 -0.15 -0.03 -0.30 0.216
H -9.4386 -10.3298 -1.3959 -0.73 -0.19 0.40 0.223
Se -10.5613 -13.1654 -3.6851 1.64 -0.43 0.24 0.039
C -8.6718 -13.4302 -3.5510 -0.16 1.06 -0.57 0.106
N -7.5640 -13.0807 -3.7992 -1.56 -0.69 0.37 -0.522
```
Positions in Å, forces in eV/Å.

Summary:
⟨S²⟩ ... 0.754
LUMO (alpha / beta) ... -7.42 / -7.39 eV
Multiplicity ... 2
Net charge ... +2
ΔE to the lowest compared entry with this formula, charge and spin ... 4.0 kJ/mol
Energy ... -8434.674424 hartree



(4)
Entry from OMol25: C10H13O3P in the gas phase (wB97M-V/def2-TZVPD).

```
27
Properties=species:S:1:pos:R:3:forces:R:3:nbo_charge:R:1
C -2.8288 -2.0800 -0.0001 0.34 1.26 0.17 -0.313
C -1.6293 -1.4642 0.5138 -1.86 0.93 -1.91 -0.273
C -3.5682 -1.0783 -0.6271 3.23 -2.56 2.17 0.113
C -1.7047 -0.1181 0.0962 -0.72 -1.01 0.70 0.197
C -0.8867 1.0421 0.2509 -0.45 -1.92 -1.15 0.314
C 3.0175 0.1903 0.2841 -0.26 -0.97 -0.84 0.159
C -0.8031 3.4646 0.7379 3.35 1.55 -4.07 -0.602
C 2.9966 -2.3660 0.4702 0.12 1.81 1.57 -0.589
C -1.1823 2.3776 -0.3071 2.14 0.03 1.60 -0.480
C 3.0610 -0.9818 1.1890 2.29 -0.25 2.07 -0.510
O 0.3820 0.6013 0.3311 -1.61 -1.15 1.70 -0.722
O 4.0022 0.3964 -0.4197 0.04 0.54 0.03 -0.549
O -2.8881 0.0498 -0.5801 0.75 1.67 0.47 -0.400
P 1.7005 1.3142 -0.0697 2.23 2.85 -1.30 0.796
H -2.9445 -3.1369 0.1809 -0.76 0.07 -0.39 0.230
H -0.9034 -2.1146 0.9287 0.93 0.37 0.60 0.232
H -4.4157 -1.0334 -1.1698 -2.70 -0.12 -1.50 0.195
H 0.2865 3.5051 1.0439 -1.18 -0.66 -0.23 0.219
H -1.3922 3.5680 1.5521 -2.07 -0.09 2.48 0.208
H -0.8545 4.4030 0.1256 -0.23 -0.35 0.80 0.211
H 3.6400 -2.5178 -0.3458 1.45 0.25 -0.77 0.221
H 2.0574 -2.3769 0.0244 -2.06 -0.61 -0.51 0.202
H 3.1355 -3.1331 1.1997 -0.13 -0.66 0.32 0.213
H -0.5640 2.4914 -1.2151 -0.18 0.18 0.16 0.229
H -2.1931 2.4990 -0.5498 -1.47 -0.12 -0.43 0.241
H 4.0891 -0.7396 1.6159 -0.68 -1.01 -0.48 0.234
H 2.5020 -0.9413 2.1570 -0.51 -0.04 -1.25 0.222
```
Positions in Å, forces in eV/Å.

Summary:
LUMO (alpha / beta) ... -0.81 / -0.42 eV
ΔE to the lowest compared entry with this formula, charge and spin ... 220.3 kJ/mol
Energy ... -955.769116 hartree



(5)
Entry from OMol25: a molecular structure, C13H12NiO5P (wB97M-V/def2-TZVPD).

```
32
Properties=species:S:1:pos:R:3:forces:R:3:nbo_charge:R:1
O 0.3448 -1.2143 -4.5431 -0.37 0.17 2.82 -0.388
C 0.3073 -1.0867 -3.4013 0.96 -0.51 -6.84 0.481
Ni 0.4214 -0.8564 -1.6388 1.11 -0.49 0.54 0.337
O -2.4954 -0.9126 -1.7637 3.57 -0.37 -0.34 -0.400
C -1.3410 -0.9922 -1.7745 -6.85 0.43 1.31 0.490
C 2.8102 -1.1159 -1.7127 2.94 -1.55 0.16 0.327
O 3.6215 -0.9187 -0.8659 -1.74 0.20 -1.29 -0.423
C 1.0195 0.8641 -1.9649 0.18 4.94 -0.72 0.457
O 0.9309 1.9877 -2.2172 0.27 -3.04 0.69 -0.407
C 1.3157 -2.5170 -1.5572 -0.66 -2.91 0.15 0.365
O 1.3615 -3.6754 -1.6556 0.87 2.25 0.27 -0.417
H 2.8914 -1.0143 -2.8276 0.09 0.55 0.64 0.185
C 1.8904 -0.5006 1.5173 -0.14 -0.19 0.51 -0.953
P 0.3719 -0.6746 0.5251 -1.12 1.16 2.76 0.957
C -0.5968 -2.0223 1.2341 0.55 -0.49 0.12 -0.968
C -0.6798 0.7566 1.0329 0.64 -0.37 -0.67 -0.274
C -0.0569 2.0027 0.9419 -0.60 0.01 0.07 -0.251
C -0.8232 3.1555 1.0818 0.11 0.08 0.15 -0.189
C -2.2013 3.0717 1.3201 0.12 -0.44 0.13 -0.184
C -2.8159 1.8080 1.4066 0.34 0.07 0.12 -0.186
C -2.0573 0.6378 1.2609 0.21 0.40 -0.06 -0.250
H 2.5483 -1.3715 1.4127 -0.10 0.29 -0.18 0.265
H 1.5894 -0.4438 2.5716 0.03 0.07 -0.20 0.260
H 2.4249 0.4226 1.2617 -0.06 -0.38 -0.03 0.260
H -0.9320 -1.7420 2.2353 -0.05 -0.12 -0.14 0.263
H -1.4372 -2.2616 0.5773 0.06 -0.02 0.25 0.248
H 0.0513 -2.8976 1.3121 -0.18 -0.14 0.00 0.258
H 1.0188 2.0439 0.7633 -0.31 0.27 0.04 0.210
H -0.3108 4.1146 1.0259 -0.31 -0.09 0.03 0.232
H -2.7770 3.9891 1.4879 0.18 -0.47 -0.20 0.238
H -3.8802 1.7187 1.6209 0.24 0.13 -0.09 0.234
H -2.5145 -0.3555 1.3330 0.02 0.57 -0.03 0.224
```
Positions in Å, forces in eV/Å.

Summary:
⟨S²⟩ ... 2.021
LUMO (alpha / beta) ... -4.32 / -5.04 eV
Multiplicity ... 3
Net charge ... +1
ΔE to the lowest compared entry with this formula, charge and spin ... 0.0 kJ/mol
Energy ... -2728.061827 hartree



(6)
Entry from OMol25: a gas-phase ion, C3H11N2 (charge +2) (wB97M-V/def2-TZVPD).

```
16
Properties=species:S:1:pos:R:3:forces:R:3:nbo_charge:R:1
C -1.1924 -0.8604 0.3584 5.08 0.99 -2.53 -0.157
C 0.1661 -0.2998 1.1572 -2.61 1.87 1.39 -0.423
C 1.2905 -0.0951 0.2083 -1.73 -0.35 -2.34 -0.277
N 1.0857 0.8543 -1.0107 3.02 -2.82 3.23 -0.492
N -1.4698 0.2425 -0.6311 0.04 -1.03 -2.32 -0.701
H -1.8919 -0.8958 1.1141 -1.85 -0.58 1.39 0.288
H -0.7396 -1.7599 -0.2065 -1.85 1.07 0.93 0.276
H -0.2050 0.6637 1.6466 0.65 -0.62 -0.97 0.260
H 0.2230 -0.8629 2.0949 0.94 -0.74 -0.66 0.330
H 2.1761 0.2597 0.6906 1.01 1.32 1.07 0.362
H 1.7008 -0.9137 -0.3071 -0.12 -2.15 0.05 0.249
H 1.4533 1.6800 -0.5993 -0.60 2.54 -0.50 0.436
H -0.5200 0.4729 -1.1820 -1.48 -0.23 0.86 0.432
H 1.8382 0.4596 -1.6068 -0.99 0.73 -1.06 0.448
H -1.8017 1.1734 -0.3188 -0.23 -0.68 0.41 0.474
H -2.1133 -0.1186 -1.4076 0.71 0.68 1.04 0.494
```
Positions in Å, forces in eV/Å.

Summary:
⟨S²⟩ ... 0.756
LUMO (alpha / beta) ... -7.72 / -14.98 eV
Multiplicity ... 2
Net charge ... +2
ΔE to the lowest compared entry with this formula, charge and spin ... 331.6 kJ/mol
Energy ... -229.573568 hartree